C38H59BF5N3O3ReS2Sb3Si3 as an isolated structure in a non-equilibrium geometry. Source: the Open Molecules 2025 dataset; level of theory: the ωB97M-V functional and the def2-TZVPD basis.

## Properties
Spin multiplicity = 4
Frontier orbital gap (spin up / spin down) = 7.2 / 5.4 eV
Strongest force on any atom = 2.480 eV/A
Net charge = +1
E_tot = -4861.29010 a.u.

Last column: Mulliken spin population.
Atoms and positions in Å:
Re (-0.749, -0.582, 0.130)  2.63
O (4.065, -3.086, 1.416)  0.00
C (3.889, -2.131, 2.343)  0.00
C (4.877, -2.001, 3.319)  0.00
C (4.766, -1.043, 4.302)  0.00
C (3.668, -0.181, 4.342)  0.00
C (2.684, -0.308, 3.389)  0.00
C (2.769, -1.281, 2.382)  0.01
C (1.689, -1.370, 1.404)  0.00
O (0.628, -0.621, 1.603)  0.10
N (1.770, -2.176, 0.390)  0.04
N (0.675, -2.085, -0.464)  -0.01
C (0.834, -2.713, -1.583)  0.02
S (2.288, -3.600, -1.923)  0.02
C (1.660, -4.302, -3.476)  0.00
C (0.745, -3.290, -4.133)  0.00
S (-0.338, -2.594, -2.850)  0.00
H (3.341, -3.028, 0.763)  0.00
H (5.727, -2.667, 3.271)  0.00
H (5.545, -0.954, 5.047)  0.00
H (3.593, 0.579, 5.106)  0.00
H (1.830, 0.357, 3.392)  0.00
H (1.133, -5.227, -3.243)  0.00
H (2.523, -4.526, -4.102)  0.00
H (0.098, -3.756, -4.875)  0.00
H (1.297, -2.474, -4.600)  0.00
C (3.420, 5.514, 0.170)  0.00
Sb (3.091, 3.595, -0.735)  0.00
C (1.327, 4.268, -1.783)  0.00
C (2.189, 2.579, 1.024)  0.04
C (1.726, 3.510, 2.081)  0.00
C (2.632, 3.936, 3.057)  0.00
C (2.280, 4.852, 4.031)  0.00
C (0.986, 5.355, 4.068)  0.00
C (0.068, 4.921, 3.130)  0.00
C (0.416, 4.008, 2.131)  0.00
C (-0.643, 3.600, 1.161)  0.00
Sb (-1.461, 1.623, 1.523)  -0.07
C (-1.092, 1.538, 3.612)  -0.01
C (-3.499, 2.218, 1.418)  0.02
H (4.318, 5.510, 0.783)  0.00
H (2.566, 5.806, 0.779)  0.00
H (3.551, 6.235, -0.637)  0.00
H (0.838, 5.076, -1.241)  0.00
H (0.630, 3.451, -1.962)  0.00
H (1.660, 4.648, -2.748)  0.00
H (2.999, 1.942, 1.376)  0.00
H (1.415, 1.950, 0.593)  -0.01
H (3.641, 3.540, 3.027)  0.00
H (3.013, 5.178, 4.757)  0.00
H (0.698, 6.079, 4.818)  0.00
H (-0.950, 5.290, 3.172)  0.00
H (-0.331, 3.644, 0.122)  0.01
H (-1.531, 4.217, 1.293)  0.00
H (-1.922, 2.027, 4.117)  0.00
H (-0.175, 2.095, 3.799)  0.00
H (-0.983, 0.517, 3.968)  0.00
H (-3.627, 3.050, 2.107)  0.00
H (-4.176, 1.414, 1.688)  0.00
H (-3.720, 2.543, 0.402)  0.00
F (2.980, -0.580, -5.795)  0.00
C (2.390, -0.276, -4.638)  0.01
C (1.093, 0.217, -4.623)  -0.01
F (0.436, 0.391, -5.770)  0.00
C (0.477, 0.511, -3.420)  0.00
F (-0.775, 0.985, -3.441)  0.00
C (1.115, 0.316, -2.192)  0.05
O (0.540, 0.592, -1.031)  0.15
C (2.429, -0.162, -2.244)  0.01
F (3.102, -0.359, -1.096)  0.00
C (3.060, -0.460, -3.440)  0.00
F (4.304, -0.938, -3.437)  0.00
B (-4.227, 0.822, -2.610)  0.00
C (-3.062, 0.194, -1.826)  0.28
N (-2.209, -0.275, -1.181)  -0.38
H (-3.777, 1.737, -3.252)  0.01
H (-5.024, 1.180, -1.768)  0.02
H (-4.692, -0.052, -3.306)  0.02
C (-3.747, -3.578, -1.842)  0.00
Si (-3.001, -4.372, -0.323)  0.02
C (-4.313, -5.367, 0.559)  0.00
C (-1.506, -5.477, -0.587)  0.01
Sb (-2.191, -2.488, 1.300)  -0.09
Si (-4.454, -1.645, 2.269)  0.07
C (-5.449, -3.084, 2.928)  0.00
C (-5.388, -0.843, 0.871)  0.00
C (-4.016, -0.547, 3.720)  0.00
Si (-0.869, -3.678, 3.204)  0.02
C (-0.346, -2.336, 4.384)  0.00
C (-2.115, -4.833, 3.980)  0.00
C (0.554, -4.645, 2.498)  0.00
H (-3.566, -4.186, -2.730)  0.00
H (-3.352, -2.582, -2.034)  0.00
H (-4.827, -3.486, -1.715)  0.00
H (-4.414, -6.332, 0.056)  0.00
H (-5.280, -4.873, 0.519)  0.00
H (-4.070, -5.561, 1.602)  0.00
H (-1.552, -5.957, -1.567)  0.00
H (-1.496, -6.263, 0.170)  0.00
H (-0.565, -4.930, -0.517)  0.00
H (-6.004, -3.583, 2.137)  0.00
H (-6.176, -2.697, 3.646)  0.00
H (-4.847, -3.831, 3.440)  0.00
H (-5.792, -1.622, 0.221)  0.00
H (-4.789, -0.182, 0.246)  0.00
H (-6.232, -0.269, 1.260)  0.00
H (-3.746, -1.176, 4.571)  0.00
H (-4.874, 0.061, 4.015)  0.00
H (-3.180, 0.120, 3.524)  0.01
H (-1.214, -1.876, 4.860)  0.00
H (0.222, -1.561, 3.870)  -0.01
H (0.291, -2.750, 5.169)  0.00
H (-2.957, -4.290, 4.408)  0.00
H (-1.643, -5.399, 4.786)  0.00
H (-2.500, -5.550, 3.255)  0.00
H (1.217, -4.040, 1.883)  0.00
H (0.197, -5.481, 1.896)  0.00
H (1.143, -5.053, 3.322)  0.00